C32H56N3OP2Zn | wB97M-V/def2-TZVPD

The charge is +1. Its electronic energy is -107599.983 eV. For the HOMO energy, the calculation gives -8.34 eV. Its energy above the lowest of the compared OMol25 structures with the same formula, charge and spin is 0.000 eV. The value obtained for the LUMO energy is -2.07 eV.

CARTESIAN COORDINATES (ANGSTROEM)
C: -0.7425 1.9143 2.0244
C: -2.0417 1.6812 0.0714
C: -1.4686 3.0372 2.4211
C: -2.9053 2.7072 0.5384
C: -2.6152 3.3862 1.7034
H: -1.1547 3.5757 3.3120
H: -3.7543 2.9530 -0.0914
H: -3.2650 4.1903 2.0531
N: -1.0574 1.2268 0.9187
P: 0.7097 -0.3809 2.6001
P: -1.1224 0.1331 -2.1987
C: 0.4738 1.4410 2.8293
H: 1.3729 1.9650 2.4622
H: 0.3825 1.7202 3.8889
C: 0.6400 -2.0728 -1.8003
O: 1.3387 -2.8950 -2.1977
C: -2.1462 1.2017 -1.2618
H: -2.9655 1.6502 -1.8312
C: -0.4498 1.4802 -3.4474
C: -2.3274 -1.0703 -3.1497
C: 2.5525 -0.7983 2.7685
C: -0.4047 -1.0674 3.9672
C: 0.8723 0.8989 -3.9640
H: 0.7287 -0.0492 -4.5003
H: 1.3524 1.6084 -4.6582
H: 1.5626 0.7163 -3.1303
C: -1.4219 1.8000 -4.5854
H: -1.6193 0.9512 -5.2477
H: -2.3666 2.1976 -4.1904
H: -0.9781 2.5988 -5.2026
C: -0.2317 2.8065 -2.7030
H: 0.2358 3.5380 -3.3853
H: -1.1869 3.2300 -2.3626
H: 0.4184 2.6897 -1.8249
C: -1.5257 -1.7076 -4.3010
H: -0.6124 -2.1956 -3.9347
H: -2.1560 -2.4778 -4.7706
H: -1.2512 -0.9856 -5.0789
C: -2.7741 -2.1761 -2.1855
H: -1.9379 -2.7447 -1.7687
H: -3.3656 -1.7769 -1.3511
H: -3.4155 -2.8846 -2.7379
C: -3.6006 -0.3948 -3.6610
H: -3.4185 0.4182 -4.3680
H: -4.1849 -1.1588 -4.1982
H: -4.2152 -0.0177 -2.8344
C: -0.3376 -2.5985 3.9072
H: -0.9471 -2.9937 4.7305
H: -0.7402 -2.9828 2.9648
H: 0.6808 -2.9823 4.0312
C: -1.8541 -0.6178 3.7227
H: -1.9695 0.4699 3.7980
H: -2.2393 -0.9507 2.7541
H: -2.4808 -1.0718 4.5050
C: 0.0411 -0.5400 5.3369
H: -0.7561 -0.7681 6.0565
H: 0.9511 -1.0280 5.6928
H: 0.1908 0.5455 5.3524
C: 3.3523 0.4842 2.5304
H: 3.1945 1.2244 3.3266
H: 4.4251 0.2406 2.5164
H: 3.0979 0.9350 1.5655
C: 2.9090 -1.8392 1.6865
H: 2.7556 -1.4504 0.6702
H: 3.9734 -2.0957 1.7929
H: 2.3242 -2.7628 1.8034
C: 2.9236 -1.3586 4.1441
H: 2.7304 -0.6349 4.9456
H: 2.4243 -2.3110 4.3625
H: 4.0072 -1.5561 4.1390
Zn: -0.0488 -0.4894 0.3209
N: 1.4354 0.5668 -0.3939
C: 1.9862 1.4426 -0.9575
C: 3.2772 2.1539 -1.4050
C: 2.9930 3.4649 -2.1354
C: 4.1293 2.4714 -0.1810
C: 4.0854 1.2210 -2.3035
H: 2.4558 3.3177 -3.0814
H: 2.4224 4.1571 -1.5029
H: 3.9587 3.9448 -2.3729
H: 4.5147 1.5419 0.2534
H: 5.0012 3.0671 -0.4839
H: 3.5622 3.0437 0.5650
H: 5.0222 1.7238 -2.5886
H: 4.3535 0.3137 -1.7478
H: 3.5521 0.9432 -3.2215
C: -3.0436 -4.9890 0.1814
C: -3.0236 -3.8543 1.2226
C: -2.0393 -2.8318 0.9314
N: -1.2518 -2.0195 0.6487
H: -3.4774 -4.6328 -0.7610
H: -3.6414 -5.8265 0.5476
H: -2.0285 -5.3535 -0.0153
H: -4.0068 -3.3473 1.2764
H: -2.8025 -4.2491 2.2332